ORCA calculation (ωB97M-V/def2-TZVPD) on one molecule with the formula C3H5NSSi in a non-equilibrium geometry.

Last column: natural (NBO) charge in e.
CARTESIAN COORDINATES (ANGSTROEM)
Si: -0.59 -1.36 1.22  0.85
C: 0.00 0.05 0.15  -0.32
C: 0.10 1.39 0.24  -0.40
S: 0.53 2.28 -1.19  0.32
C: 0.86 0.73 -1.99  -0.09
N: 0.60 -0.33 -1.39  -0.39
H: -1.21 -2.68 0.56  -0.12
H: -1.63 -0.73 2.07  -0.16
H: 0.40 -2.03 2.13  -0.15
H: -0.44 1.79 1.09  0.25
H: 1.39 0.90 -2.89  0.21

## Properties
- HOMO level (eV) = -9.538
- SMILES = [SiH3]c1cscn1
- Kohn-Sham gap (eV) = 10.23
- calculated total energy (eV) = -23392.7450
- E_LUMO (eV) = 0.7

***

ORCA calculation (ωB97M-V/def2-TZVPD) on C33H40HfN7O3 as an isolated structure.

Last column: Löwdin charge in e.
CARTESIAN COORDINATES (ANGSTROEM)
Hf: 0.13 0.59 0.30  1.89
C: 2.74 0.90 2.07  -0.15
C: 3.20 0.60 0.67  -0.16
N: 2.24 -0.33 -0.01  -0.16
C: 2.44 -1.75 0.37  -0.09
C: 1.42 -2.17 1.39  -0.24
C: 1.57 -3.34 2.10  0.03
C: 0.61 -3.68 3.04  0.03
C: -0.44 -2.80 3.28  0.03
C: -0.52 -1.63 2.54  -0.22
C: -1.60 -0.63 2.81  -0.09
N: -1.28 0.70 2.24  -0.13
C: -0.74 1.71 3.19  -0.15
C: 0.74 1.48 3.37  -0.15
N: 1.39 1.55 2.02  -0.13
N: 0.37 -1.33 1.56  0.04
H: 2.64 -0.01 2.67  0.12
H: 3.46 1.55 2.58  0.15
H: 3.20 1.54 0.11  0.11
H: 4.21 0.20 0.64  0.15
H: 2.41 -0.28 -1.01  0.09
H: 2.33 -2.37 -0.53  0.16
H: 3.45 -1.92 0.74  0.15
H: 2.42 -3.98 1.92  0.14
H: 0.69 -4.60 3.61  0.14
H: -1.17 -3.00 4.04  0.14
H: -2.53 -0.97 2.35  0.12
H: -1.78 -0.55 3.89  0.15
H: -2.16 1.08 1.95  0.06
H: -0.93 2.69 2.74  0.14
H: -1.27 1.68 4.15  0.15
H: 1.18 2.21 4.05  0.15
H: 0.94 0.49 3.78  0.13
H: 1.54 2.55 1.83  0.15
C: -7.17 0.66 -3.08  -0.03
O: -5.90 1.15 -2.64  -0.10
C: -5.56 2.41 -2.99  -0.22
C: -6.37 3.31 -3.66  0.01
C: -5.90 4.59 -3.93  -0.04
C: -4.64 4.98 -3.52  -0.06
C: -3.82 4.09 -2.84  -0.03
C: -4.27 2.80 -2.60  -0.13
N: -3.56 1.79 -1.89  0.18
C: -2.26 1.69 -1.59  -0.31
N: -1.41 2.40 -2.33  0.16
C: -0.02 2.31 -2.47  -0.17
C: 0.85 1.62 -1.61  -0.19
C: 2.18 1.63 -2.15  -0.17
C: 2.57 2.21 -3.34  -0.05
C: 1.67 2.89 -4.13  0.03
C: 0.37 2.95 -3.70  -0.21
O: -0.64 3.56 -4.36  -0.10
C: -0.36 4.18 -5.62  -0.01
N: -1.82 0.88 -0.59  -0.05
C: -2.94 0.19 0.04  -0.29
C: -3.16 -1.16 -0.22  -0.02
C: -4.24 -1.82 0.33  -0.05
C: -5.13 -1.12 1.14  -0.03
C: -4.94 0.23 1.40  0.02
C: -3.86 0.90 0.85  -0.30
O: -3.54 2.21 1.08  -0.11
C: -4.60 3.07 1.53  -0.01
H: -7.22 -0.38 -2.75  0.10
H: -7.25 0.70 -4.16  0.11
H: -7.99 1.22 -2.62  0.11
H: -7.36 3.03 -3.98  0.12
H: -6.54 5.29 -4.46  0.12
H: -4.29 5.99 -3.71  0.12
H: -2.86 4.44 -2.49  0.11
H: -4.17 1.06 -1.57  0.14
H: -1.84 2.88 -3.12  0.12
H: 3.03 1.21 -1.63  0.06
H: 3.61 2.15 -3.64  0.13
H: 1.97 3.35 -5.06  0.13
H: -1.30 4.58 -5.96  0.11
H: 0.01 3.44 -6.33  0.11
H: 0.37 4.98 -5.49  0.11
H: -2.48 -1.67 -0.89  0.12
H: -4.41 -2.87 0.11  0.12
H: -5.99 -1.62 1.56  0.13
H: -5.65 0.76 2.02  0.13
H: -4.23 4.08 1.42  0.11
H: -4.84 2.87 2.58  0.10
H: -5.49 2.93 0.91  0.11

## Properties
- HOMO level (eV) = -14.810
- Kohn-Sham gap (eV) = 5.52
- net charge = +3
- calculated total energy (eV) = -52728.7931
- E_LUMO (eV) = -9.3